This record from OMol25 describes a 2-piece molecular cluster, C6H12FN overall at a distorted geometry. The level of theory is ωB97M-V/def2-TZVPD.

As for the SMILES: C=C(C)C(=C)C.NF. The charge is 0. Its relative energy (zero: lowest compared OMol25 entry of this formula, charge and spin) is 423.3 kJ/mol. The highest occupied orbital energy comes out at -9.3 eV. The LUMO energy is 0.9 eV. The calculation puts the HOMO-LUMO gap at 0.377 hartree.

Atoms and positions in Å:
C -1.5697 0.2495 0.5285
C -0.3422 0.4131 0.0495
C 0.8377 0.4254 0.9983
C 0.0179 0.1026 -1.3741
C 0.1386 -1.1738 -1.7032
C 0.4802 1.1326 -2.2588
H -1.5491 0.5037 1.6041
H -2.5502 0.0621 -0.0248
H 1.2871 -0.5410 0.8891
H 0.5628 0.5385 2.0217
H 1.7031 1.1402 0.7151
H 0.4083 -1.4748 -2.7287
H 0.0107 -1.9154 -0.9371
H 0.4929 0.6311 -3.2363
H 1.4757 1.3364 -1.9033
H -0.0530 2.0657 -2.3982
N 0.8393 -2.5741 1.5813
F 1.3567 -2.8507 2.8123
H -0.1815 -2.2886 1.5292
H 1.0974 -3.3613 0.9500



This record from OMol25 describes C22H17Cl2F13N4OZr as an isolated structure. The level of theory is ωB97M-V/def2-TZVPD.

The charge is 0. Its relative energy (zero: lowest compared OMol25 entry of this formula, charge and spin) is 48.9 kJ/mol. The highest occupied orbital energy comes out at -7.5 eV. The LUMO energy is 0.4 eV. The calculation puts the HOMO-LUMO gap at 0.288 hartree.

Atoms and positions in Å:
Zr -0.0139 -0.2823 0.0803
C 0.8743 3.0315 0.4932
N 0.1934 2.0129 1.2977
C 0.7610 2.0154 2.6475
C -1.2554 2.2704 1.3747
C -1.9007 2.2707 -0.0075
N -1.2867 1.2209 -0.8105
C -1.3478 1.3466 -2.1823
C -0.2283 0.9680 -2.9242
F 0.8610 0.5536 -2.2144
C -0.1697 1.0198 -4.2961
F 0.9527 0.6398 -4.9163
C -1.2514 1.4796 -5.0235
C -2.3668 1.8792 -4.3153
F -3.4466 2.3207 -4.9725
C -2.4249 1.8170 -2.9333
F -3.5653 2.1730 -2.3184
H 0.7209 4.0328 0.9171
H 0.5058 3.0194 -0.5306
H 1.9413 2.8167 0.4780
H 0.6332 2.9974 3.1213
H 1.8251 1.7908 2.5940
H 0.2689 1.2592 3.2515
H -1.4560 3.2261 1.8780
H -1.6874 1.4801 1.9973
H -1.7586 3.2445 -0.4896
H -2.9792 2.1378 0.1145
H -1.2280 1.5212 -6.1020
Cl 2.9892 -3.3560 -1.8823
C 1.3477 -3.4176 -2.4800
C 1.0813 -4.2113 -3.5785
C -0.2055 -4.2807 -4.0956
C -1.2163 -3.5340 -3.5044
C -0.9077 -2.7471 -2.4150
Cl -2.1460 -1.7529 -1.6870
C 0.3690 -2.6455 -1.8287
N 0.5706 -1.8641 -0.7449
H 1.8872 -4.7750 -4.0285
H -0.4165 -4.9028 -4.9538
H -2.2265 -3.5546 -3.8889
F -3.2261 -2.6612 3.1272
C -2.5418 -1.6006 2.6983
F -2.8916 -0.5474 3.4504
F -2.9196 -1.3295 1.4462
C -1.0068 -1.8220 2.7487
O -0.3915 -0.8633 2.0082
C -0.5085 -1.6868 4.2252
F -1.2624 -2.3559 5.0997
F -0.4974 -0.4044 4.6032
F 0.7501 -2.1392 4.3246
C -0.6676 -3.2640 2.2408
F -0.9340 -4.1902 3.1728
F -1.3646 -3.5697 1.1490
F 0.6335 -3.3522 1.9481
C 3.5289 -2.0291 1.3920
C 2.8653 -0.8145 0.9681
N 2.3114 0.1252 0.6082
H 4.5848 -1.9642 1.1332
H 3.0665 -2.8547 0.8500
H 3.4068 -2.1683 2.4643



This record from OMol25 describes C24H30ClN2O6PW as an isolated structure at a distorted geometry. The level of theory is ωB97M-V/def2-TZVPD.

The expectation value of S² is 2.014. The charge is +2. The multiplicity is 3. Its relative energy (zero: lowest compared OMol25 entry of this formula, charge and spin) is 0.0 kJ/mol. The highest occupied orbital energy (spin up / spin down) comes out at -14.1 / -14.4 eV. The LUMO energy (spin up / spin down) is -7.0 / -7.4 eV. The calculation puts the HOMO-LUMO gap (spin up / spin down) at 0.261 / 0.256 hartree.

Atoms and positions in Å:
W -0.6253 -0.1532 -0.1027
Cl 5.7539 3.0976 1.7698
C 4.2140 2.5617 1.2288
C 3.4035 3.4129 0.4723
C 2.1608 3.0056 0.0174
C 1.7221 1.7393 0.3326
O 0.5222 1.3107 -0.1089
C 2.5091 0.8790 1.0896
C 2.0724 -0.4425 1.3770
N 0.9337 -0.9685 1.0626
C 0.7700 -2.3752 1.3403
C 1.4023 -3.0909 2.3084
C 1.2321 -4.4952 2.3668
C 0.4589 -5.1465 1.4503
C -0.2286 -4.4095 0.4564
C -1.0463 -4.9846 -0.5418
C -1.6682 -4.1821 -1.4549
C -1.5204 -2.7958 -1.3619
N -0.7767 -2.2252 -0.4354
C -0.0943 -3.0201 0.4472
C 3.7752 1.2966 1.5314
H 3.7601 4.4082 0.2351
H 1.5452 3.6692 -0.5729
H 2.7866 -1.0840 1.8855
H 2.0264 -2.6055 3.0499
H 1.7379 -5.0537 3.1428
H 0.3578 -6.2247 1.4765
H -1.1700 -6.0617 -0.5793
H -2.2930 -4.5905 -2.2380
H -2.0492 -2.1333 -2.0288
H 4.4019 0.6264 2.1101
C -3.8995 3.8551 0.4251
C -2.7331 3.4125 -0.4355
C -3.0973 3.2845 -1.9012
C -1.5153 4.2823 -0.2329
O -2.2795 2.0526 0.0737
P -3.1301 0.7437 -0.1277
O -4.5764 0.7762 -0.1473
O -2.2986 -0.0219 -1.2234
O -2.3759 -0.0644 1.1463
C -3.1352 -0.9363 2.1862
C -2.0517 -1.4636 3.1142
C -4.0747 0.0073 2.9010
C -3.8540 -2.0296 1.4301
H -4.1081 4.9045 0.2137
H -3.6504 3.7660 1.4845
H -4.7995 3.2758 0.2195
H -3.3807 4.2664 -2.2818
H -3.9506 2.6193 -2.0541
H -2.2460 2.9283 -2.4846
H -1.7848 5.3235 -0.4121
H -0.7277 4.0072 -0.9371
H -1.1400 4.1949 0.7884
H -1.9942 -0.8742 4.0279
H -1.0723 -1.4349 2.6440
H -2.2555 -2.4991 3.3833
H -3.5193 0.8204 3.3713
H -4.5773 -0.5605 3.6878
H -4.8337 0.4136 2.2353
H -3.1589 -2.6128 0.8215
H -4.6467 -1.6291 0.7955
H -4.3052 -2.7055 2.1572
O 0.1250 -0.1136 -2.3776
H -0.6311 0.0911 -2.9479
H 0.9288 0.1713 -2.8328



This record from OMol25 describes a 2-piece molecular cluster, C9H12OPS2 overall at a distorted geometry. The level of theory is ωB97M-V/def2-TZVPD.

The charge is +1. Its relative energy (zero: lowest compared OMol25 entry of this formula, charge and spin) is 178.7 kJ/mol. The highest occupied orbital energy comes out at -12.1 eV. The LUMO energy is -5.6 eV. The calculation puts the HOMO-LUMO gap at 0.240 hartree.

Atoms and positions in Å:
C 4.5587 0.2060 -0.0917
C 4.3762 1.6041 0.1491
C 3.5127 -0.6064 -0.2989
C 3.1023 2.0928 0.2170
C 2.1930 -0.1500 -0.2639
C 2.0606 1.2684 -0.0579
C -4.1620 -1.4911 -0.7594
C -3.4224 -1.9778 0.1734
C -2.5229 -1.2882 1.1528
O -2.5922 0.1541 0.9001
P -2.5700 0.9756 -0.5054
S -3.4301 2.7506 0.2049
S 0.2882 1.9322 -0.0215
H 5.4382 -0.3431 0.0307
H 5.2570 2.2168 0.3681
H 3.7579 -1.7082 -0.3409
H 3.1305 3.2036 0.1719
H 1.2999 -0.7113 -0.4035
H -4.6553 -2.0888 -1.5261
H -4.2794 -0.3742 -0.8620
H -3.3292 -3.0993 0.4558
H -1.4376 -1.7451 1.1737
H -2.8685 -1.5116 2.2813
H -3.7432 2.2925 1.3363
H 0.2292 2.7147 -1.0125



This record from OMol25 describes an isolated molecule of C4H7N3 at a distorted geometry. The level of theory is ωB97M-V/def2-TZVPD.

As for the SMILES: C/N=C(/C)NC#N. The charge is 0. Its relative energy (zero: lowest compared OMol25 entry of this formula, charge and spin) is 120.2 kJ/mol. The highest occupied orbital energy comes out at -9.0 eV. The LUMO energy is 0.5 eV. The calculation puts the HOMO-LUMO gap at 0.351 hartree.

Atoms and positions in Å:
C 0.0818 1.9818 0.0134
N -0.3029 0.7727 -0.6443
C -0.3130 -0.4201 -0.2555
C -1.1011 -1.4720 -0.9665
N 0.5961 -0.9229 0.6788
C 1.4733 -0.1191 1.3034
N 2.1724 0.3740 2.0746
H -0.1975 1.9988 1.0698
H 1.1620 2.1198 -0.0807
H -0.3922 2.8089 -0.5147
H -1.7236 -2.0165 -0.2565
H -1.7342 -0.9977 -1.7095
H -0.4416 -2.1828 -1.4635
H 0.7205 -1.9249 0.7511



This record from OMol25 describes a 2-piece molecular cluster, C8H10N2OS2 overall at a distorted geometry. The level of theory is ωB97M-V/def2-TZVPD.

The charge is 0. Its relative energy (zero: lowest compared OMol25 entry of this formula, charge and spin) is 617.4 kJ/mol. The highest occupied orbital energy comes out at -8.2 eV. The LUMO energy is -1.7 eV. The calculation puts the HOMO-LUMO gap at 0.238 hartree.

Atoms and positions in Å:
C 0.6276 -0.0438 2.3240
C -0.3042 1.0093 1.8553
C -1.7107 -0.2634 0.2585
C -0.7146 -0.2879 -0.9782
C -0.6850 0.9362 -1.5362
C 0.0505 1.0952 -2.6899
C 0.7645 0.0251 -3.1820
C 0.1721 -1.3558 -1.4657
H 3.0137 -0.2871 2.4361
H 0.6394 -0.9125 1.6935
H 0.0373 -0.4226 3.1604
H -0.4736 1.5912 2.9215
H 0.0324 1.8691 1.0120
H -2.4045 0.3625 2.0651
H -1.2386 1.7467 -1.0689
H 0.2035 2.0366 -3.2198
H 1.6026 0.0944 -3.8709
H 1.9112 -2.7394 -0.7722
N -1.6021 0.4439 1.3542
N 0.9285 -1.2018 -2.5198
O 1.7129 0.6383 2.8131
S -2.9405 -1.3115 -0.0375
S 0.3774 -3.0227 -0.5525



The following E_tot values (in eV) correspond, in order, to the records above: -10619.7751 -92753.7554 -64267.8836 -42524.7866 -8730.4337 -35149.5539.